No. 1
This record from OMol25 describes the ion C8H13N2O2S with charge +1. The level of theory is wB97M-V/def2-TZVPD.

SMILES: C[C@H]1C(=O)[C@]1(C(N)=S)[C@H]1C[NH2+]CO1
total charge: +1
relative energy (zero: lowest compared OMol25 entry of this formula, charge and spin): 2.730 eV
gap between HOMO and LUMO: 8.22 eV
E_HOMO: -0.4328 Eh

Each line ends with the Löwdin charge.
Cartesian coordinates (Å):
C 1.728259 1.060057 1.902837  0.004
C 0.316505 0.780541 1.311744  -0.148
C -0.612572 1.770872 0.868471  -0.247
O -1.305973 2.742429 1.044892  0.178
C -0.022660 0.863063 -0.262085  -0.246
C 0.889273 1.460399 -1.268204  -0.715
N 1.340754 2.734879 -1.093182  0.154
S 1.317974 0.477122 -2.545845  0.765
C -0.718215 -0.344532 -0.714238  -0.350
C 0.113741 -1.655063 -0.530277  -0.060
N -0.923289 -2.705368 -0.173890  0.109
C -2.243840 -1.875051 -0.287001  -0.112
O -1.874621 -0.618682 0.004886  -0.004
H 2.269202 1.998126 1.371195  0.144
H 2.156737 0.078137 1.882579  0.069
H 1.560374 1.282960 2.900625  0.052
H -0.075099 -0.004389 1.865889  0.131
H 0.855119 3.368516 -0.478422  0.120
H 1.918286 3.088259 -1.757797  0.066
H -0.929970 -0.172937 -1.833232  0.145
H 0.439524 -1.897540 -1.509287  0.079
H 0.997211 -1.645516 0.132484  0.152
H -0.693810 -3.689817 -0.663812  0.260
H -1.022139 -2.905935 0.812255  0.159
H -2.522413 -1.933888 -1.349946  0.160
H -2.958355 -2.256642 0.369359  0.137

Forces on atoms 1 to 2 (eV/Å):
C -0.5964 1.9354 -3.0658
C 2.3042 2.4140 -0.5491

***

No. 2
This record from OMol25 describes the ion C8H13N2S with charge +1. The level of theory is wB97M-V/def2-TZVPD.

total charge: +1
relative energy (zero: lowest compared OMol25 entry of this formula, charge and spin): 2.190 eV
gap between HOMO and LUMO: 9.45 eV
E_HOMO: -0.5048 Eh

Each line ends with the Löwdin charge.
Cartesian coordinates (Å):
C -1.768337 -0.091593 -0.393596  -0.288
C 1.067061 -0.187290 -0.583742  -0.361
C -1.453158 -0.808662 0.854698  -0.098
C 0.298686 1.057689 -0.434043  -0.352
C 0.004293 -0.678458 1.303324  -0.450
C -2.975154 -0.299532 -1.280200  -0.006
C 1.800397 -0.566715 -1.808667  0.019
C 2.011340 1.392969 2.011407  -0.248
N -0.958766 0.757187 -0.933420  0.110
N 0.788482 -1.060450 0.283400  0.078
S 0.297328 1.195013 1.506411  1.213
H -2.176803 -0.582698 1.683250  0.163
H -1.469453 -1.827581 0.579374  0.129
H 0.764639 1.912168 -0.885949  0.135
H 0.360855 -1.274712 2.243556  0.183
H -2.912629 -1.339806 -1.610189  0.091
H -3.047602 0.381909 -2.117126  0.085
H -4.016046 -0.255275 -0.791272  0.121
H 2.679122 -1.189203 -1.420271  0.129
H 2.176946 0.265543 -2.278696  0.052
H 1.216797 -1.309077 -2.438887  0.132
H 2.248395 2.375356 2.368080  0.061
H 2.816382 1.337196 1.323225  0.064
H 2.247226 0.796021 2.819332  0.039

Forces on atoms 1 to 2 (eV/Å):
C 0.1770 2.5177 -1.9596
C 0.0696 -2.1069 -0.6257

***

No. 3
This record from OMol25 describes the molecule C8H13N3O2. The level of theory is wB97M-V/def2-TZVPD.

SMILES: CC(C)=C(C)COc1n[nH]c(=O)[nH]1
relative energy (zero: lowest compared OMol25 entry of this formula, charge and spin): 2.767 eV
gap between HOMO and LUMO: 8.88 eV
E_HOMO: -0.3018 Eh

Each line ends with the Löwdin charge.
Cartesian coordinates (Å):
C 1.183244 1.910403 -0.626162  -0.076
C 0.983316 0.676925 0.171332  -0.409
C 0.554127 0.929911 1.596076  -0.058
C 1.350616 -0.541184 -0.238875  -0.289
C 1.846604 -0.695290 -1.668929  -0.054
C 0.996611 -1.707791 0.622994  -0.109
O -0.398975 -2.055210 0.477005  0.004
C -1.239538 -1.057018 0.074035  -0.314
N -1.095248 0.118209 -0.488271  0.108
N -2.383985 0.645110 -0.418138  0.112
C -3.274743 -0.182214 0.147059  -0.541
O -4.484609 -0.028993 0.200502  0.043
N -2.576412 -1.339031 0.437153  0.255
H 1.561516 2.703283 0.161856  0.120
H 0.434608 2.214068 -1.369742  0.080
H 2.064673 1.757334 -1.383471  0.092
H 1.467141 1.171367 2.121649  0.085
H -0.034089 0.044664 1.881056  0.066
H -0.091509 1.888616 1.813874  0.123
H 1.872770 -1.730242 -2.097422  0.085
H 2.904773 -0.335367 -1.659134  0.077
H 1.286048 0.172610 -2.307125  0.116
H 0.986657 -1.444577 1.730524  0.136
H 1.444155 -2.615616 0.456150  0.098
H -2.457309 1.632972 -0.402878  0.149
H -2.900446 -2.132947 0.768875  0.099

Forces on atoms 1 to 2 (eV/Å):
C 3.5581 1.0790 -0.6031
C 0.7905 0.3812 0.6256

***

No. 4
This record from OMol25 describes the molecule C8H13N3O2. The level of theory is wB97M-V/def2-TZVPD.

SMILES: C#CNC(=O)O/C=N\N(C)CCC
relative energy (zero: lowest compared OMol25 entry of this formula, charge and spin): 3.029 eV
gap between HOMO and LUMO: 8.83 eV
E_HOMO: -0.2947 Eh

Each line ends with the Löwdin charge.
Cartesian coordinates (Å):
C 3.272528 -2.505418 -0.233281  0.138
C 4.043949 -1.606313 -0.051977  -0.198
N 4.916090 -0.596763 0.108724  0.117
C 4.605442 0.749191 0.076860  -0.553
O 5.441941 1.576955 -0.168363  0.124
O 3.331466 1.078712 0.317610  0.052
C 2.522693 0.269213 1.140243  -0.199
N 1.320490 -0.048690 0.965405  0.083
N 0.519762 0.172440 -0.047762  -0.222
C 0.837548 0.872317 -1.270372  -0.023
C -0.821330 -0.335217 0.107704  -0.191
C -1.865222 0.770730 0.302059  -0.250
C -3.220440 0.185613 0.675810  -0.117
H 2.598212 -3.294443 -0.366562  0.022
H 5.890872 -0.806425 -0.067734  0.166
H 2.987202 -0.046352 2.062014  0.133
H 1.879391 1.173994 -1.270400  0.078
H 0.653732 0.217867 -2.128022  0.091
H 0.221329 1.768960 -1.374503  0.084
H -0.810705 -0.980833 0.988031  0.121
H -1.083632 -0.939330 -0.769971  0.121
H -1.521388 1.440576 1.091816  0.113
H -1.962376 1.351661 -0.617439  0.099
H -3.158812 -0.342117 1.624655  0.071
H -3.964203 0.973198 0.767816  0.069
H -3.555296 -0.515759 -0.085655  0.071

Forces on atoms 1 to 2 (eV/Å):
C 0.6410 0.5302 0.0913
C -0.4276 -0.4942 -0.2563

***

No. 5
This record from OMol25 describes the ion C8H13N3O2 with charge +2. The level of theory is wB97M-V/def2-TZVPD.

SMILES: C/C=C/C=[N+]=C(O)N/C=C\C(=[NH2+])O
total charge: +2
relative energy (zero: lowest compared OMol25 entry of this formula, charge and spin): 0.703 eV
gap between HOMO and LUMO: 7.80 eV
E_HOMO: -0.5971 Eh

Each line ends with the Löwdin charge.
Cartesian coordinates (Å):
C -4.689354 0.789192 -0.403765  -0.079
C -3.264091 1.127711 -0.230280  -0.062
C -2.313335 0.282474 0.237294  -0.064
C -0.975001 0.704585 0.377888  -0.101
N 0.150434 0.062988 0.496174  0.131
C 0.277047 -1.446790 0.565540  -0.312
O -0.660318 -2.086689 1.123457  0.242
N 1.455672 -1.902380 0.197169  0.129
C 2.481169 -1.467965 -0.682695  -0.011
C 3.121766 -0.296707 -0.924589  0.069
C 3.284951 0.827162 0.014280  -0.384
N 2.649243 0.913397 1.158788  0.279
O 3.972224 1.814398 -0.306200  0.237
H -4.972792 0.332965 -1.376590  0.104
H -5.265313 1.830401 -0.527182  0.135
H -5.325046 0.209796 0.366336  0.123
H -3.009764 2.030811 -0.752021  0.125
H -2.529066 -0.703797 0.379299  0.084
H -0.932062 1.767618 0.510814  0.134
H -0.525277 -3.070495 1.195497  0.204
H 1.479373 -2.966727 0.029956  0.218
H 2.436506 -2.117367 -1.567099  0.154
H 3.557213 -0.132301 -1.940732  0.158
H 2.952111 1.672648 1.748740  0.170
H 2.207034 0.093141 1.504096  0.107
H 4.436688 1.731939 -1.194174  0.209

Forces on atoms 1 to 2 (eV/Å):
C -3.5611 1.8903 0.0981
C -0.4557 -1.3838 -0.5597

***

No. 6
This record from OMol25 describes a cluster of 2 separate species, C8H13NO in total. The level of theory is wB97M-V/def2-TZVPD.

SMILES: N#CC1(C2CCC2)CC1.O
relative energy (zero: lowest compared OMol25 entry of this formula, charge and spin): 2.961 eV
gap between HOMO and LUMO: 10.94 eV
E_HOMO: -0.3722 Eh

Each line ends with the Löwdin charge.
Cartesian coordinates (Å):
N -1.566108 1.920259 0.475086  0.150
C -0.687252 1.391856 -0.130766  -0.139
C 0.392457 0.429100 -0.314422  -0.375
C 0.108600 -0.997366 0.106874  -0.269
C -0.291020 -1.325497 1.562784  -0.131
C -1.224077 -2.425220 1.005157  -0.165
C -1.164665 -1.728382 -0.374158  -0.130
C 1.275694 0.655103 -1.530309  -0.069
C 1.816913 0.935632 -0.168765  -0.063
H 0.994138 -1.589832 -0.166777  0.150
H 0.513602 -1.628056 2.245920  0.106
H -0.861015 -0.505772 2.020765  0.110
H -0.729107 -3.405882 0.985318  0.106
H -2.210840 -2.535651 1.472991  0.103
H -2.005804 -1.034099 -0.506352  0.111
H -1.071134 -2.357702 -1.269009  0.107
H 1.593301 -0.251661 -2.046761  0.112
H 1.055844 1.507418 -2.173441  0.108
H 1.965858 1.974842 0.124227  0.102
H 2.521413 0.230259 0.273549  0.115
O -0.153555 3.569977 -0.906722  -0.170
H 0.719523 3.707574 -0.528232  0.013
H -0.992769 3.463100 -0.156955  0.118

Forces on atoms 1 to 2 (eV/Å):
N 2.3311 -1.9941 -2.2460
C -2.9933 0.1535 3.9198

***

No. 7
This record from OMol25 describes the molecule C8H13NSSi. The level of theory is wB97M-V/def2-TZVPD.

SMILES: C[Si](C)(C)C#CN1C=CCS1
relative energy (zero: lowest compared OMol25 entry of this formula, charge and spin): 0.000 eV
gap between HOMO and LUMO: 8.06 eV
E_HOMO: -0.2675 Eh

Each line ends with the Löwdin charge.
Cartesian coordinates (Å):
C 1.883204 2.135284 -1.054271  -0.220
Si 0.503247 2.133653 0.144902  0.478
C -0.948138 3.447751 -0.209784  -0.191
C 1.169883 2.404970 1.880311  -0.201
C -0.240857 0.392481 0.188281  -0.052
C -0.520958 -0.741014 -0.093215  -0.196
N -0.613273 -2.085752 -0.272328  -0.430
C -1.035092 -2.967008 0.661269  -0.179
C -1.160779 -4.243395 0.274144  -0.159
C -0.860124 -4.413788 -1.182645  -0.480
S -0.375864 -2.780528 -1.819672  0.936
H 2.571252 1.338555 -0.862537  0.009
H 1.579986 1.860309 -2.150305  0.073
H 2.477046 3.116799 -0.943967  0.063
H -1.382375 3.844295 0.828556  0.060
H -0.658211 4.314119 -0.665623  -0.053
H -1.893493 2.950530 -0.740824  0.064
H 0.386298 2.220337 2.545758  -0.001
H 1.918598 1.637723 2.161225  0.043
H 1.703100 3.337043 2.052583  0.030
H -1.397528 -2.714889 1.610871  0.115
H -1.319391 -5.174140 0.821108  0.104
H -0.053465 -5.242758 -1.295984  0.095
H -1.733064 -4.770579 -1.877853  0.092

Forces on atoms 1 to 2 (eV/Å):
C 0.4076 0.8733 -2.3695
Si -1.9721 0.0558 0.8173

***

No. 8
This record from OMol25 describes a structure of composition C8H13O4P. The level of theory is wB97M-V/def2-TZVPD.

relative energy (zero: lowest compared OMol25 entry of this formula, charge and spin): 2.430 eV
gap between HOMO and LUMO: 9.36 eV
E_HOMO: -0.3234 Eh

Each line ends with the Löwdin charge.
Cartesian coordinates (Å):
C -1.037127 -0.800073 -0.659802  -0.054
C -2.249584 -1.179770 -1.042516  -0.079
C 0.194879 -0.606817 -0.349051  -0.114
C 1.027521 -2.229539 0.220064  -0.307
C -3.542314 -0.935572 -0.241594  -0.061
C 2.192951 -2.245462 1.088994  -0.015
C 0.795592 2.841770 -1.931217  -0.145
C 0.407317 1.379534 2.203051  -0.098
O 0.392714 -3.174212 -0.195303  0.076
O 2.588994 0.580081 -0.937681  -0.235
O 0.490124 2.078887 -0.826157  -0.243
O 1.444841 1.104393 1.280842  -0.270
P 1.308169 0.779207 -0.288298  0.467
H -2.379803 -1.500889 -2.002456  0.074
H -3.880879 0.020382 -0.345412  0.039
H -3.526737 -1.141903 0.768098  0.047
H -4.271095 -1.592467 -0.719108  0.077
H 2.777660 -1.269710 1.238767  0.116
H 2.717690 -3.064972 0.703680  0.073
H 1.643810 -2.679739 1.958007  0.121
H 0.119400 2.547745 -2.899948  0.139
H 1.818800 2.709115 -2.212184  0.068
H 0.597824 3.858441 -1.862364  0.051
H 0.121447 0.599243 2.987909  0.114
H -0.394438 1.645750 1.395892  0.109
H 0.642244 2.276588 2.667779  0.052

Forces on atoms 1 to 2 (eV/Å):
C -1.4115 -0.3859 -0.8067
C 0.8991 2.0653 3.5462

***

No. 9
This record from OMol25 describes the molecule C8H13P. The level of theory is wB97M-V/def2-TZVPD.

SMILES: C/C=C/C=C\C=C(\C)P
relative energy (zero: lowest compared OMol25 entry of this formula, charge and spin): 2.529 eV
gap between HOMO and LUMO: 9.35 eV
E_HOMO: -0.3160 Eh

Each line ends with the Löwdin charge.
Cartesian coordinates (Å):
C -0.736434 0.173140 2.651612  -0.083
C 0.074062 0.249760 1.323514  -0.203
C 1.300414 -0.154294 1.177938  -0.178
C 2.143670 -0.177335 0.053839  -0.146
C 1.771397 -0.561563 -1.209211  -0.105
C 0.354469 -0.931530 -1.375275  -0.131
C -0.598993 -0.005323 -1.144837  -0.616
C -2.045986 -0.412335 -1.213572  -0.119
P -0.337607 1.771315 -1.322022  0.889
H -0.150716 0.737308 3.610300  0.138
H -0.861889 -0.799744 2.993626  0.023
H -1.683693 0.735011 2.498718  0.064
H -0.466690 0.927401 0.663192  -0.008
H 1.707877 -0.777763 2.064803  0.152
H 3.274980 -0.196634 0.288588  0.132
H 2.367802 -0.883799 -2.007646  0.083
H 0.077183 -1.877822 -1.724092  0.093
H -2.589126 0.297777 -1.817825  0.046
H -2.467187 -0.362906 -0.142677  0.105
H -2.073622 -1.369167 -1.770459  0.082
H -0.102860 1.881395 -2.575206  -0.154
H 1.042949 1.737109 -1.023308  -0.065

Forces on atoms 1 to 2 (eV/Å):
C 2.0356 3.3607 0.8888
C -2.8173 1.9491 2.4428

***

No. 10
This record from OMol25 describes the molecule C8H14. The level of theory is wB97M-V/def2-TZVPD.

SMILES: C=CC(=C)CCCC
relative energy (zero: lowest compared OMol25 entry of this formula, charge and spin): 1.582 eV
gap between HOMO and LUMO: 9.88 eV
E_HOMO: -0.3234 Eh

Each line ends with the Löwdin charge.
Cartesian coordinates (Å):
C -2.289082 -2.218252 -0.895997  0.017
C -1.044995 -2.484048 -0.512108  -0.146
C -0.200880 -1.640984 0.357096  -0.332
C 0.704155 -2.181628 1.160251  0.053
C -0.461906 -0.155856 0.380751  -0.191
C 0.485625 0.669994 -0.507121  -0.202
C 0.272838 2.193347 -0.351555  -0.256
C 1.508266 2.871596 0.235653  -0.117
H -2.988000 -2.900994 -1.367417  0.055
H -2.688817 -1.215177 -0.798176  0.048
H -0.613781 -3.435529 -0.824920  0.102
H 1.352661 -1.518624 1.724940  0.068
H 0.858145 -3.238774 1.333299  0.065
H -1.488983 0.208374 0.306869  0.105
H -0.250333 0.177182 1.410153  0.116
H 0.437414 0.318941 -1.535866  0.111
H 1.490826 0.444284 -0.152264  0.097
H -0.575419 2.397866 0.305135  0.101
H 0.079900 2.537856 -1.368852  0.101
H 1.553871 2.768370 1.319899  0.074
H 2.384097 2.458008 -0.239759  0.064
H 1.474388 3.944054 0.019981  0.068

Forces on atoms 1 to 2 (eV/Å):
C -0.2321 0.7944 -0.2291
C -0.1208 -0.8035 -0.1023